88
Properties=species:S:1:pos:R:3:forces:R:3 method="wB97M-V/def2-TZVPD" gap_ev="4.014 / 4.613" e_homo_ha="-0.49397 / -0.49397" s2=0.8053 fmax_ev_per_a=6.2 charge=+2 e_lumo_ev="-9.428 / -8.829" e_above_lowest_kj_mol=67.9 spin_multiplicity=2 energy_ha=-3395.64728
V -0.657353 0.944908 0.687566 3.0 -5.4 -0.3
C -0.389154 3.003001 1.033897 -0.9 0.7 0.3
C -1.600820 2.777787 0.295291 -0.1 0.9 0.9
C -1.793580 1.689897 2.340035 -0.6 1.2 0.1
C -0.496835 2.320755 2.293996 -0.9 0.8 0.0
C -2.463570 1.962889 1.101667 -0.1 0.6 0.8
C 0.768677 3.830367 0.630047 0.6 0.2 -0.4
H 0.763780 4.030820 -0.443673 0.0 0.0 0.2
H 1.711578 3.333071 0.886577 -0.1 0.2 -0.1
H 0.771851 4.801226 1.149205 -0.1 -0.3 -0.1
C 0.604997 2.257652 3.271736 0.7 -0.3 0.1
H 1.543183 2.610713 2.827147 -0.3 0.0 0.2
H 0.758616 1.215246 3.581793 0.0 0.4 0.0
H 0.400097 2.879899 4.154174 -0.1 -0.1 -0.2
C -2.362380 0.821854 3.385784 -0.1 -0.7 0.3
H -2.704271 1.404801 4.251711 0.2 0.1 -0.1
H -1.602575 0.101078 3.715119 -0.4 0.3 -0.1
H -3.222198 0.254410 3.010401 0.2 0.2 0.1
C -3.852163 1.548008 0.783053 -0.5 -0.3 -0.2
H -4.579312 2.201790 1.291036 0.3 -0.1 -0.1
H -4.047795 0.526025 1.132441 0.0 0.3 -0.1
H -4.054417 1.598040 -0.291876 0.0 0.0 0.2
C -1.957667 3.368661 -1.008167 0.1 0.0 -0.8
H -2.586602 4.262172 -0.880037 0.1 -0.2 0.2
H -2.527226 2.659942 -1.617779 0.0 0.2 0.0
H -1.068447 3.677309 -1.564147 -0.2 0.0 0.0
C 3.450906 -1.290981 -5.414274 0.1 0.7 0.1
C 3.202530 -0.030404 -5.810111 0.3 -0.6 0.1
C 2.363208 0.398824 -6.980168 -0.3 0.0 -0.1
C 1.328601 -0.629315 -7.500413 0.1 0.5 -0.6
C 0.320890 -1.065131 -6.475890 -0.2 -0.7 0.9
C 0.419423 -2.063361 -5.570353 -0.1 0.7 -0.9
C 1.563094 -3.020147 -5.408662 0.3 -0.1 0.0
C 2.925806 -2.574620 -5.994685 0.1 -0.7 0.1
H 3.020819 0.673365 -7.824313 -0.2 0.0 0.3
H 1.843047 -1.460668 -7.998210 -0.4 0.4 0.2
H 1.823494 1.319403 -6.703893 0.2 -0.2 -0.1
H 2.883463 -2.581844 -7.091279 0.2 0.0 0.5
H 4.153124 -1.451958 -4.587130 -0.2 0.3 -0.2
H 3.726260 0.790863 -5.307803 -0.1 -0.3 0.0
H 3.648748 -3.354708 -5.703421 -0.3 0.2 -0.3
H 1.698362 -3.223850 -4.332705 0.0 0.0 -0.2
H -0.448447 -2.277836 -4.939519 0.1 0.1 -0.1
H 1.298125 -3.988026 -5.871003 0.0 0.3 0.2
H 0.752249 -0.106704 -8.281733 0.3 -0.3 0.1
H -0.610133 -0.492059 -6.519877 0.1 -0.2 0.2
P 1.065255 0.431272 -1.167412 0.4 -0.3 -0.6
P -1.633634 -1.144427 -0.474546 -0.1 -0.2 -0.4
C 0.684625 -1.141407 -2.081520 -0.3 0.3 0.1
C -0.243549 -2.062559 -1.283329 0.1 0.1 0.5
H 1.639052 -1.635441 -2.311897 -0.2 0.1 0.0
H 0.230123 -0.863182 -3.042526 0.1 0.0 0.1
H -0.690813 -2.836983 -1.921872 0.1 0.1 0.1
H 0.305336 -2.563267 -0.471643 -0.1 0.1 -0.2
C -2.445601 -2.339889 0.616856 0.0 0.1 0.4
H -3.338417 -1.872851 1.057277 0.2 -0.2 -0.1
H -1.750720 -2.607713 1.426674 -0.2 0.1 -0.2
H -2.745349 -3.249512 0.075398 0.1 0.3 0.0
C -2.797687 -0.791920 -1.832459 -0.1 0.2 0.0
H -2.930933 -1.681577 -2.463170 0.1 0.2 0.2
H -2.428624 0.036147 -2.453106 -0.1 -0.2 0.1
H -3.773143 -0.506009 -1.418765 0.2 -0.1 -0.1
C 2.751798 0.206470 -0.509079 0.0 0.1 0.5
H 3.009108 1.084772 0.101568 0.1 -0.3 -0.2
H 3.499299 0.090762 -1.307062 -0.4 0.1 0.1
H 2.783019 -0.684193 0.134565 -0.1 0.2 -0.1
C 1.184818 1.713011 -2.450300 -0.1 0.3 -0.1
H 0.182025 1.981642 -2.808972 0.2 -0.1 0.0
H 1.786485 1.367261 -3.303228 -0.1 -0.1 0.2
H 1.654138 2.612580 -2.031646 -0.1 -0.2 -0.1
O 1.215841 -2.547982 3.657153 -1.1 2.0 -0.7
C 0.571313 -1.481519 3.740872 1.6 -2.5 1.0
O 0.136561 -0.781778 2.774590 -0.9 1.9 -2.2
C 0.265685 -1.062011 5.188297 -0.3 -0.1 0.8
C 0.444019 -2.127820 6.086408 -0.3 0.4 1.2
C 0.144594 -1.949463 7.456339 -0.1 1.2 -1.5
C -0.318061 -0.728216 7.963004 0.1 -0.1 -0.2
C -0.489800 0.326178 7.065000 0.4 -1.1 -1.0
C -0.200490 0.170524 5.690909 -0.1 -0.3 0.4
N -1.032326 1.588681 7.552057 -0.8 2.0 1.9
O -1.276316 1.667302 8.770811 0.5 -0.3 -2.5
O -1.222556 2.543826 6.767168 0.4 -1.9 0.6
N 0.326856 -3.074432 8.340793 0.7 -2.7 1.9
O 0.750926 -4.129455 7.832011 -0.8 1.9 0.7
O 0.078699 -2.961828 9.554314 0.2 0.4 -2.3
H 0.810361 -3.083748 5.708530 -0.2 0.4 0.3
H -0.536909 -0.591451 9.017935 0.0 -0.1 -0.2
H -0.384995 1.027046 5.052449 0.1 -0.3 0.4